[1]
Computed, not measured: a 10-piece molecular cluster, C7H32NO9 overall, with ωB97M-V/def2-TZVPD.

The total energy is -27688.29296 eV. The value obtained for the energy above the lowest of the compared OMol25 structures with the same formula, charge and spin is 247.87 kJ/mol. As for the net charge: +1. For the LUMO energy, the calculation gives -2.440 eV.

```
49
Properties=species:S:1:pos:R:3:forces:R:3:mulliken_charge:R:1
C -1.78875 -1.94810 -2.21871 1.003 0.873 0.480 -1.03
C -0.78829 -0.85203 -1.88907 0.546 1.877 -1.244 -0.36
C 0.25663 -1.36214 -0.95742 0.367 0.621 -0.868 -0.74
C 0.87423 -0.57820 -0.07019 -0.350 -2.039 -0.344 0.77
C 1.80568 -1.19681 0.91598 0.096 3.369 -0.532 -0.62
C 1.88199 -0.52145 2.07882 -0.051 -1.294 0.509 -0.43
C 2.61731 -0.99693 3.29507 1.221 1.207 0.150 -1.57
N -2.40355 -2.23040 -0.86984 0.521 -0.646 -1.641 -0.03
H -1.19012 -2.79058 -2.58016 -0.547 -0.172 0.125 0.40
H -2.53990 -1.66118 -2.94276 -0.228 -0.048 0.051 0.44
H -1.18259 0.10413 -1.51592 -0.781 -0.644 0.545 -0.01
H -0.35989 -0.37336 -2.78958 0.291 -1.095 -0.247 0.49
H 0.50836 -2.40265 -1.14772 0.306 0.102 0.464 0.34
H 0.53003 0.44919 -0.03885 0.250 0.125 0.545 0.35
H 2.58367 -1.82346 0.49620 -0.376 -0.943 0.613 0.63
H 1.32894 0.41477 2.16126 -0.277 -0.178 0.089 0.45
H 2.57838 -2.06552 3.49499 0.235 0.063 -0.413 0.29
H 2.41199 -0.49994 4.24297 -0.925 0.080 -0.175 0.36
H 3.63150 -0.58251 3.15441 0.267 -0.918 0.002 0.38
H -2.84358 -1.30186 -0.61299 0.117 -0.503 0.954 0.39
H -1.60159 -2.46396 -0.26270 -0.390 0.118 0.423 0.08
H -3.00184 -3.04341 -0.95348 -0.463 0.105 0.456 0.38
H -3.92493 0.38991 0.09270 -0.680 0.566 0.145 0.25
H -2.52288 0.71268 0.71943 -0.278 -0.075 0.122 0.39
O -3.01818 0.11490 0.10688 0.373 -0.341 -0.148 -0.61
H -0.81430 1.34428 1.85812 -0.455 -0.104 0.745 0.39
H -1.47848 2.26147 1.00193 -0.899 0.803 0.128 0.30
O -1.69606 1.76609 1.82345 1.450 -0.394 -1.216 -0.82
H 0.10578 3.23404 -2.85067 0.994 0.151 -0.230 0.33
H -0.97548 2.27442 -2.58044 -0.120 -0.778 -0.618 0.32
O -0.83962 3.20042 -2.76868 0.256 -0.030 -1.132 -0.72
H 1.42004 2.77779 -0.51096 -0.310 -0.412 0.068 0.31
H 0.76934 3.40266 0.65823 -0.476 -0.269 -0.007 0.23
O 0.65706 2.63445 0.07416 -0.565 0.934 0.237 -0.47
H 3.88040 2.47823 -0.07528 -0.024 -0.249 0.150 0.25
H 2.82454 1.57748 0.66674 0.198 0.220 -0.196 0.32
O 2.97711 2.13869 -0.11036 1.350 -0.290 -0.010 -0.57
H -2.37398 4.15273 -1.04983 -0.093 -0.354 0.310 0.27
H -1.37811 3.08498 -1.35630 -0.083 0.673 0.655 0.49
O -2.09404 3.28020 -0.73360 -0.927 0.162 1.147 -0.69
H -0.01185 -4.67520 0.11216 0.377 0.528 0.682 0.28
H 0.84622 -3.74548 1.05182 0.230 -0.092 0.154 0.31
O -0.01705 -3.86195 0.65591 -0.923 -0.688 -0.812 -0.56
H -1.28384 -2.16903 3.62567 0.152 0.271 -0.122 0.29
H -0.48495 -1.09877 2.81403 -0.273 0.032 0.074 0.28
O -0.43283 -1.96922 3.21435 0.012 -0.389 0.111 -0.58
H 2.17041 1.18333 -1.78137 -0.450 -0.123 0.277 0.27
H 2.60646 1.75780 -3.03168 -0.246 0.161 -0.609 0.30
O 1.78062 1.47946 -2.61675 0.578 0.025 0.151 -0.54
```
Forces are in eV/Å.


[2]
Computed, not measured: a 4-piece molecular cluster, C28H26ClN2O9S2 overall, with ωB97M-V/def2-TZVPD.

The total energy is -85035.28450 eV. As for the net charge: +1. For the LUMO energy, the calculation gives -5.486 eV.

```
68
Properties=species:S:1:pos:R:3:forces:R:3:mulliken_charge:R:1
C 2.35057 -1.07098 1.52226 0.991 0.868 1.165 -0.75
C 1.86930 0.36599 2.22674 -0.660 -1.822 -1.237 -0.26
S 2.88973 1.70913 1.33624 -1.301 0.144 0.034 -0.14
C 2.22764 1.86387 -0.44887 -1.235 0.076 0.070 -0.16
C 0.59091 1.93485 -0.34992 -3.466 -0.491 -0.302 0.26
C -0.39490 0.63069 -0.70891 -1.332 5.295 1.938 -0.20
C -2.02135 0.95810 -0.48827 2.742 0.805 -0.107 0.17
C -3.04172 -0.32818 -0.80172 -0.282 2.614 0.639 -0.74
S -3.12478 -1.29572 0.84408 2.614 -6.321 0.675 0.69
O -4.18778 -2.42176 0.82926 3.125 4.797 -0.172 -0.53
O -1.67598 -1.86241 1.10959 -4.860 2.811 -1.080 -0.53
N -2.58159 2.26308 -0.03632 3.675 -3.696 -1.213 -0.83
N -1.70083 3.26134 0.24414 3.735 0.776 0.140 0.88
C -2.35085 4.57610 0.73859 -0.638 0.474 0.473 -0.49
C -1.65647 5.12545 2.13189 2.420 7.492 0.139 0.46
O -1.25138 6.42271 2.17140 -2.933 -9.382 -0.343 -0.42
Cl -1.43449 4.08555 3.68570 -0.542 1.293 -2.817 -0.10
C -0.19785 3.32370 0.14860 -0.975 -5.087 -1.350 -0.20
H 3.48200 -0.89455 1.20872 -2.572 -0.668 0.577 0.25
H 1.72233 -1.34594 0.57308 1.150 0.443 2.007 0.09
H 2.33016 -1.87872 2.37458 -0.207 1.259 -1.989 0.36
H 0.71952 0.45981 2.02152 2.152 0.207 0.551 0.11
H 2.05083 0.37526 3.39105 -0.046 0.311 -2.571 0.42
H 2.59818 0.95729 -1.08904 -1.046 1.718 1.111 0.43
H 2.64002 2.88817 -0.90081 -1.132 -2.479 1.190 -0.26
H 0.01485 -0.41132 -1.06153 -0.976 2.281 0.827 0.28
H -4.11212 0.11271 -0.97480 1.980 -0.977 0.175 0.40
H -2.67358 -1.00000 -1.68616 -0.620 1.168 2.044 0.40
H -3.32978 -0.33218 1.88292 -0.181 -0.717 -1.374 0.23
H -3.48715 4.38975 0.97950 2.348 0.091 -0.587 0.36
H -2.26854 5.40560 -0.11614 0.064 -1.830 2.181 0.30
H 0.47367 4.24123 0.43174 -1.984 -1.633 -0.486 0.40
C 3.35135 6.00762 -4.97856 -0.490 -0.135 0.010 -0.38
C 2.39305 5.29114 -4.38306 0.114 0.201 -0.239 -0.46
C 2.68364 4.45587 -3.20107 -0.126 -0.011 -0.079 0.73
O 1.80755 3.79820 -2.65660 0.102 0.273 -0.102 -0.47
C 4.07308 4.44432 -2.70197 0.302 0.175 -0.104 -0.25
C 5.03139 5.16080 -3.29747 -0.082 -0.366 0.451 -0.56
C 4.74080 5.99607 -4.47946 0.861 0.702 -0.620 0.26
O 5.61688 6.65374 -5.02393 -0.792 -0.617 0.524 -0.51
H 3.15530 6.62488 -5.84678 0.040 -0.007 0.025 0.41
H 1.36894 5.28960 -4.73666 0.031 -0.020 0.022 0.41
H 4.26914 3.82706 -1.83374 0.107 0.029 -0.033 0.44
H 6.05549 5.16234 -2.94387 -0.025 0.023 -0.037 0.43
C -6.99153 -3.67217 1.53106 0.281 -0.232 0.103 -0.28
C -6.58917 -4.74144 2.22469 0.094 0.393 -0.270 -0.30
C -7.55602 -5.60360 2.93256 0.299 -0.800 0.514 0.32
O -7.18845 -6.58133 3.56932 -0.252 0.692 -0.444 -0.54
C -8.98403 -5.23952 2.84295 -0.362 0.293 -0.160 -0.39
C -9.38639 -4.17026 2.14933 -0.116 -0.359 0.262 -0.37
C -8.41954 -3.30810 1.44145 -0.259 0.579 -0.392 0.36
O -8.78712 -2.33037 0.80470 0.249 -0.527 0.367 -0.57
H -6.29543 -3.02893 1.00673 -0.099 -0.073 0.051 0.56
H -5.54541 -5.02215 2.29939 -0.031 -0.008 0.006 0.44
H -9.68014 -5.88277 3.36729 0.047 -0.005 -0.003 0.41
H -10.43015 -3.88955 2.07463 0.041 0.013 -0.018 0.41
C 6.86907 -4.58474 -0.63675 0.039 0.452 -0.227 -0.35
C 6.32071 -3.39710 -0.91083 0.311 -0.276 -0.014 -0.42
C 4.98039 -3.03766 -0.40729 -0.177 0.479 -0.150 0.44
O 4.47688 -1.95162 -0.65933 0.232 -0.469 -0.016 -0.52
C 4.27062 -4.04027 0.41174 0.001 -0.385 0.172 -0.10
C 4.81899 -5.22791 0.68582 -0.420 0.321 0.067 -0.41
C 6.15931 -5.58736 0.18228 0.505 -1.010 0.216 0.30
O 6.66281 -6.67339 0.43432 -0.427 0.889 -0.200 -0.53
H 7.85083 -4.86454 -0.99885 -0.031 -0.027 0.027 0.41
H 6.82886 -2.65067 -1.50954 -0.040 -0.009 0.023 0.41
H 3.28887 -3.76048 0.77384 0.018 -0.001 -0.019 0.35
H 4.31084 -5.97434 1.28453 0.049 -0.001 -0.025 0.42
```
Forces are in eV/Å.


[3]
Computed, not measured: one molecule with the formula C10H7NO2S, with ωB97M-V/def2-TZVPD.

The total energy is -26903.32824 eV. The value obtained for the energy above the lowest of the compared OMol25 structures with the same formula, charge and spin is 0.00 kJ/mol. For the LUMO energy, the calculation gives 0.010 eV.

```
21
Properties=species:S:1:pos:R:3:forces:R:3:mulliken_charge:R:1
C -0.39266 -0.61187 0.52545 -0.522 -1.304 0.485 0.68
C 0.37023 0.32583 -1.54443 -0.034 0.496 -0.086 0.62
C 1.43325 1.06385 -2.05241 1.927 0.508 0.940 -0.37
C 1.70685 1.05714 -3.39745 -0.057 -0.060 -1.037 -0.32
C -0.04593 -0.29875 -3.77079 -1.609 -0.848 0.379 -0.32
C -0.43670 -0.35563 -2.41394 0.433 -0.477 -0.929 -0.28
C -0.53914 -0.28312 1.96747 1.597 2.141 -1.798 0.04
C -0.99266 -1.07710 2.92844 -2.090 -2.696 0.700 -0.44
C -0.99946 -0.48151 4.18857 0.107 0.610 1.798 -0.38
C -0.46073 0.76768 4.18690 0.806 0.434 -0.024 -0.31
H 2.19531 1.52889 -1.38016 -1.075 -0.298 -0.422 0.31
H 2.57479 1.53159 -3.89255 -0.497 0.002 0.868 0.36
H -0.62356 -0.91148 -4.47243 0.130 0.306 0.125 0.34
H -1.23258 -1.02018 -2.11375 -0.013 0.220 0.055 0.40
H -1.45742 -2.08628 2.78128 0.747 1.093 -0.191 0.38
H -1.34809 -0.89178 5.14086 0.079 -0.255 -0.619 0.35
H -0.16571 1.37929 5.04261 -0.484 -0.174 -0.325 0.39
N 0.93240 0.39871 -4.27352 0.739 0.158 -0.133 -0.59
O -0.72702 -1.70750 0.11183 0.634 1.703 -0.143 -0.56
O 0.16926 0.42541 -0.18518 -0.385 -0.806 0.565 -0.22
S 0.03956 1.24680 2.62321 -0.433 -0.753 -0.207 -0.08
```
Forces are in eV/Å.